# 1
32
Properties=species:S:1:pos:R:3:mulliken_charge:R:1 method="wB97M-V/def2-TZVPD" de_lowest_ev=0.000 e_lumo_ev=0.097 homo_lumo_gap_ev=10.8 molar_mass_g_mol=331.62
Xe -1.974 2.834 -1.851 0.00
Ne -0.608 0.285 0.283 0.04
O 1.845 -1.805 -0.625 -0.58
O 0.385 -4.049 0.695 -0.62
O -3.043 1.800 1.607 -0.67
O -1.834 1.683 4.015 -0.66
O 0.072 -3.202 -2.369 -0.61
O -3.881 -0.840 -0.208 -0.64
O 0.858 0.628 -3.350 -0.62
O 2.051 2.631 -1.524 -0.68
O 2.539 0.830 0.450 -0.73
O 1.117 0.880 2.873 -0.66
H 2.322 1.567 -0.122 0.42
H 2.039 0.992 1.250 0.38
H 2.694 -2.024 -1.010 0.28
H 0.578 1.070 -4.151 0.29
H -3.019 1.156 0.900 0.27
H 2.684 3.146 -2.023 0.31
H -2.546 2.546 1.270 0.32
H 0.538 -3.977 -2.684 0.28
H -3.287 -1.536 -0.491 0.33
H 1.501 0.043 3.133 0.29
H 0.605 -2.879 -1.643 0.36
H 1.753 1.958 -2.135 0.36
H 1.159 -4.603 0.595 0.30
H -1.267 2.454 4.043 0.30
H 0.480 1.075 3.560 0.31
H 0.716 -3.156 0.597 0.33
H -4.172 -0.428 -1.022 0.31
H 0.143 0.027 -3.144 0.30
H 1.983 -0.955 -0.207 0.32
H -2.430 1.850 3.285 0.41

***

# 2
30
Properties=species:S:1:pos:R:3:mulliken_charge:R:1 method="wB97M-V/def2-TZVPD" de_lowest_ev=3.024 e_lumo_ev=-0.153 smiles=O.O.O.O.O.O.O.O.O.O homo_lumo_gap_ev=9.9 molar_mass_g_mol=180.15
O 2.683 -0.200 -2.912 -0.63
O 0.922 -1.722 -1.263 -0.67
O -0.293 -0.096 0.345 -0.75
O -2.876 -1.325 2.368 -0.64
O -2.782 -0.115 -0.008 -0.70
O -1.957 1.168 -3.023 -0.65
O 0.081 -1.299 3.292 -0.64
O 0.712 1.646 -1.608 -0.63
O 1.423 1.122 2.891 -0.61
O 2.862 1.675 0.011 -0.64
H -1.618 1.007 -3.936 0.30
H 1.630 1.794 -1.281 0.25
H -3.004 -0.512 0.799 0.38
H -1.257 -0.051 0.196 0.45
H -1.274 1.422 -2.449 0.39
H 2.613 0.785 -0.184 0.30
H 0.628 1.775 -2.534 0.28
H -0.249 -1.672 2.477 0.30
H -2.869 -0.798 -0.684 0.34
H 0.171 0.484 -0.171 0.26
H 0.752 0.430 2.725 0.37
H 0.452 -1.197 -0.613 0.50
H -3.026 -0.793 3.130 0.32
H 0.485 -2.545 -1.312 0.25
H 3.376 -0.885 -2.878 0.29
H 1.014 1.965 2.937 0.29
H -0.605 -1.408 3.911 0.27
H 3.765 1.696 -0.242 0.30
H 1.916 -0.501 -2.343 0.39
H -3.676 -1.852 2.359 0.31

***

# 3
30
Properties=species:S:1:pos:R:3:mulliken_charge:R:1 method="wB97M-V/def2-TZVPD" de_lowest_ev=8.437 e_lumo_ev=-0.320 homo_lumo_gap_ev=6.9 molar_mass_g_mol=180.15
O -0.802 -5.858 -1.949 -0.65
O -2.317 -0.416 4.165 -0.60
O -0.693 -3.116 2.473 -0.61
O -0.607 -1.216 -0.430 -0.60
O 2.971 2.445 1.912 -0.61
O -1.488 0.574 3.079 -0.46
O 0.371 4.432 -2.068 -0.61
O 2.939 2.315 -3.001 -0.63
O -0.208 -1.127 -3.015 -0.54
O -0.179 1.929 0.196 -0.52
H 0.114 3.507 -1.982 0.28
H -0.079 -1.995 -0.225 0.31
H 0.664 -1.539 -3.008 0.31
H 2.703 1.446 -3.345 0.31
H -0.028 1.578 -0.689 0.19
H 0.045 -0.518 -0.561 0.26
H -0.136 -3.763 2.025 0.29
H -2.812 0.404 4.274 0.35
H -1.328 -5.853 -1.141 0.32
H 0.673 2.301 0.449 0.31
H -0.130 -2.337 2.552 0.31
H 2.249 2.897 -3.339 0.32
H -0.602 0.918 2.917 0.10
H -2.630 -0.769 3.324 0.34
H 2.891 2.339 2.867 0.32
H -0.119 4.742 -2.837 0.33
H -1.228 -5.201 -2.511 0.32
H 2.114 2.165 1.572 0.29
H -1.950 0.716 2.246 0.28
H -0.399 -0.998 -3.951 0.27

***

# 4
30
Properties=species:S:1:pos:R:3:mulliken_charge:R:1 method="wB97M-V/def2-TZVPD" de_lowest_ev=3.367 e_lumo_ev=-0.441 smiles=O.O.O.O.O.O.O.O.O.O homo_lumo_gap_ev=9.9 molar_mass_g_mol=180.15
O -0.185 -1.067 -1.693 -0.55
O 1.839 2.105 -0.094 -0.68
O 1.013 -1.572 1.179 -0.54
O -2.231 1.082 3.859 -0.64
O 1.684 0.971 -2.814 -0.58
O -2.276 -2.854 -0.168 -0.67
O -1.373 1.836 -2.752 -0.60
O 3.934 0.289 0.467 -0.64
O -2.125 -2.147 2.366 -0.64
O -0.746 0.746 1.769 -0.72
H -0.998 2.094 -3.601 0.30
H -0.216 1.541 1.861 0.26
H -0.599 0.205 2.554 0.41
H 2.044 1.758 -0.973 0.35
H -0.583 -0.293 -1.278 0.29
H -1.782 1.690 3.276 0.34
H -2.609 0.359 3.354 0.33
H 4.121 -0.316 -0.253 0.31
H -2.890 -2.846 -0.899 0.28
H 1.840 -2.037 1.002 0.26
H 1.355 -0.667 1.165 0.32
H -2.032 1.187 -3.038 0.32
H 2.050 0.926 -3.709 0.27
H -2.549 -2.992 2.179 0.27
H 1.171 1.783 -2.953 0.29
H -1.849 -1.942 1.459 0.43
H 3.352 0.997 0.158 0.37
H -1.341 -2.882 -0.402 0.31
H 1.237 2.846 -0.203 0.29
H 0.742 -0.800 -1.817 0.25